# C37H24AsF6FeIO2

A structure of composition C37H24AsF6FeIO2 (ωB97M-V/def2-TZVPD, OMol25).

```
! RIJCOSX wB97M-V def2-TZVPD def2/J DEFGRID3
* xyz -1 6
Fe -0.693 0.692 2.122
I -6.490 -1.723 -3.631
C -5.123 -0.801 -2.286
C -3.849 -0.758 -2.769
C -2.727 -0.135 -1.831
C -3.276 0.692 -0.623
C -4.569 0.366 -0.240
C -5.547 -0.385 -0.972
C -2.238 0.947 0.306
O -2.493 1.360 1.544
O -1.023 0.904 -0.025
H -3.830 -1.259 -3.725
H -2.088 -0.948 -1.556
H -5.116 0.632 0.693
H -6.569 -0.488 -0.588
F 1.465 1.403 4.136
C 0.245 1.867 3.670
F -0.620 1.953 4.734
F 0.597 3.195 3.286
C 5.950 1.614 2.642
C 4.851 2.489 2.763
C 3.675 2.230 2.023
C 3.628 1.190 1.068
C 4.740 0.416 0.832
C 5.877 0.643 1.606
As 1.838 0.817 0.448
C 2.330 -0.282 -1.112
C 2.657 -1.652 -1.139
C 2.634 -2.362 -2.322
C 2.462 -1.652 -3.528
C 2.200 -0.287 -3.497
C 2.053 0.396 -2.296
C 1.844 1.812 -2.136
C 1.774 2.738 -3.165
C 1.464 4.090 -2.984
C 1.287 4.518 -1.696
C 1.409 3.605 -0.635
C 1.689 2.284 -0.829
H 6.775 1.814 3.242
H 4.824 3.203 3.603
H 2.727 2.722 2.305
H 4.799 -0.338 0.063
H 6.732 0.027 1.435
H 2.733 -2.197 -0.183
H 2.848 -3.418 -2.341
H 2.484 -2.212 -4.465
H 1.855 0.120 -4.533
H 1.725 2.313 -4.190
H 1.489 4.751 -3.840
H 1.013 5.551 -1.491
H 1.249 4.006 0.404
F -1.704 2.031 -2.321
C -1.878 0.788 -2.760
F -0.635 0.224 -3.023
F -2.434 0.934 -3.943
C -4.417 -3.351 1.594
C -4.360 -2.043 1.922
C -3.191 -1.481 2.387
C -1.971 -2.166 2.283
C -0.727 -1.423 2.401
C 0.412 -2.177 2.291
C 0.423 -3.612 2.043
C -0.790 -4.249 1.792
C -2.023 -3.562 1.924
C -3.242 -4.147 1.520
H -5.361 -3.900 1.445
H -5.274 -1.465 2.122
H -3.140 -0.426 2.575
H 1.403 -1.722 2.418
H 1.383 -4.156 1.960
H -0.836 -5.312 1.632
H -3.310 -5.250 1.443
*
```

Values from the calculation:
E_HOMO (alpha / beta) (eV): -4.79 / -4.82
<S²>: 8.816
F_max (eV/Å): 5.236
Orbital gap (alpha / beta) (Eh): 0.2443 / 0.1896